# 1
ORCA calculation (wB97M-V/def2-TZVPD) on a 15-piece molecular cluster, C15H60N30O15 overall.

LUMO energy: -0.257 eV
E_HOMO: -0.3290 hartree
Kohn-Sham gap: 8.69 eV
Relative energy (zero: lowest compared OMol25 entry of this formula, charge and spin): 993.1 kJ/mol
Multiplicity: 1
Charge: 0

Each line ends with the Löwdin charge.
CARTESIAN COORDINATES (ANGSTROEM)
C -1.77247 1.99731 3.73161  -0.70
O -1.02351 1.23824 3.11971  -0.05
N -1.35198 2.51702 4.88034  0.19
N -3.00972 2.22242 3.46875  0.23
H -0.37231 2.53051 5.12562  0.05
H -1.93461 3.16550 5.39035  0.12
H -3.47962 2.72080 4.21098  0.13
H -3.53454 1.88728 2.67355  0.07
C 3.62530 -1.91135 -2.69288  -0.73
O 3.16668 -1.25574 -1.73742  0.01
N 4.89976 -1.95458 -3.04163  0.17
N 2.99159 -2.66080 -3.48169  0.16
H 5.50697 -1.28749 -2.58733  0.11
H 5.34431 -2.56054 -3.71638  0.12
H 3.52230 -3.19508 -4.15473  0.14
H 1.98954 -2.55187 -3.54592  0.10
C -1.10285 -2.43683 -3.85599  -0.75
O -0.06965 -2.22346 -3.25105  -0.02
N -1.76125 -3.56936 -3.68981  0.20
N -1.60024 -1.54727 -4.61251  0.23
H -1.38218 -4.24970 -3.04673  0.10
H -2.60267 -3.70442 -4.23191  0.11
H -1.24179 -0.62360 -4.41644  0.12
H -2.46228 -1.67039 -5.12420  0.13
C 1.83067 -2.94595 2.46608  -0.75
O 2.30301 -3.76375 3.27842  -0.01
N 0.59196 -2.88092 2.08043  0.19
N 2.45005 -1.81969 2.20371  0.16
H -0.01396 -3.55039 2.53294  0.11
H 0.27769 -2.11414 1.50303  0.07
H 1.79927 -1.11837 1.88010  0.07
H 3.35777 -1.65832 2.61616  0.11
C 0.66953 1.22746 -4.52306  -0.92
O 0.23744 1.81036 -5.39408  0.13
N 1.74420 0.58344 -4.41493  0.20
N 0.18692 1.36685 -3.29953  0.18
H 2.23211 0.53248 -5.29778  0.14
H 2.11314 0.33677 -3.50766  0.10
H -0.66058 1.90585 -3.19315  0.10
H 0.45390 0.53438 -2.79375  0.06
C 3.61789 2.13111 2.42241  -0.79
O 3.76100 1.13235 1.74877  0.01
N 4.14993 2.33638 3.53971  0.20
N 2.65548 2.99814 2.11726  0.19
H 4.47247 1.51015 4.02284  0.13
H 3.56388 3.00183 4.02327  0.12
H 2.32066 2.86674 1.17348  0.06
H 2.65419 3.91581 2.53915  0.11
C 1.29673 -5.85350 -2.10556  -0.72
O 1.00788 -7.12673 -2.00720  -0.06
N 0.61144 -4.87615 -1.63689  0.16
N 2.30047 -5.33105 -2.68735  0.17
H 0.82285 -3.89207 -1.72050  0.09
H -0.25501 -5.08001 -1.15958  0.12
H 2.44097 -4.33161 -2.72567  0.06
H 3.01747 -5.98466 -2.96807  0.13
C -0.27991 -0.40502 -0.08773  -0.77
O -1.39836 -0.80625 -0.01470  0.04
N 0.58037 -0.82346 -0.94960  0.19
N 0.28400 0.53378 0.68067  0.21
H 0.21358 -1.41847 -1.67867  0.06
H 1.57909 -0.67406 -0.93132  0.07
H 0.82538 1.19631 0.14396  0.07
H -0.08042 0.89707 1.54976  0.06
C 1.60621 1.26119 5.87862  -0.84
O 1.31962 2.44106 5.95442  0.02
N 1.10139 0.61454 4.95629  0.20
N 2.46072 0.55767 6.53724  0.19
H 0.64795 1.01018 4.14514  0.09
H 1.51214 -0.30352 4.86384  0.12
H 2.74834 0.87251 7.45279  0.13
H 2.33092 -0.44393 6.52944  0.12
C -4.42120 -1.60750 -1.89906  -0.80
O -4.30543 -0.43175 -2.04575  0.03
N -3.61854 -2.28912 -1.12444  0.20
N -5.28019 -2.34666 -2.56453  0.18
H -3.82126 -3.26423 -1.29231  0.11
H -2.71646 -1.93173 -0.84404  0.08
H -5.91181 -1.93322 -3.23552  0.13
H -5.05860 -3.33103 -2.60936  0.10
C 3.88276 2.18404 -1.82079  -0.76
O 3.50258 2.87639 -2.78733  -0.01
N 5.07488 1.66248 -1.72897  0.17
N 3.03082 1.90156 -0.88304  0.18
H 5.27561 1.04954 -0.95172  0.11
H 5.60369 1.58274 -2.58576  0.11
H 2.09366 2.23686 -1.05456  0.07
H 3.26285 1.38452 -0.04702  0.06
C 0.60688 4.62517 -1.07545  -0.77
O 0.59589 3.64316 -0.39906  0.01
N 1.22265 5.70719 -0.65840  0.18
N 0.14582 4.70511 -2.29562  0.21
H 1.18800 6.55455 -1.20692  0.11
H 1.80048 5.54411 0.15376  0.11
H -0.30776 3.90553 -2.71402  0.09
H -0.05401 5.59399 -2.73158  0.12
C -1.80116 -2.27973 4.19587  -0.80
O -2.02220 -3.48424 4.09739  0.02
N -1.05917 -1.71481 5.07269  0.16
N -2.05140 -1.32512 3.38494  0.18
H -0.54248 -2.19072 5.79838  0.12
H -1.17865 -0.71820 5.18496  0.09
H -1.73253 -0.38666 3.57915  0.06
H -2.45688 -1.46644 2.47076  0.11
C -4.99406 0.71958 1.14229  -0.83
O -5.30736 1.36119 2.07750  0.08
N -5.83532 0.59552 0.17854  0.17
N -3.83121 0.32730 0.77901  0.20
H -5.81208 -0.18561 -0.46131  0.09
H -6.73651 1.01209 0.36409  0.13
H -3.72438 -0.21311 -0.06754  0.05
H -3.09917 0.79345 1.29565  0.09
C -3.07026 3.05698 -1.56672  -0.84
O -2.85277 4.12917 -1.90217  0.11
N -2.25022 2.14664 -1.10505  0.18
N -4.18411 2.43329 -1.81411  0.17
H -2.27336 1.13740 -1.13660  0.08
H -1.38157 2.45764 -0.69415  0.08
H -4.93613 2.97477 -2.21579  0.12
H -4.46498 1.54945 -1.41406  0.04

Atomic forces in eV per Å
1.7 -0.6 1.3
1.0 -0.6 -1.6
0.3 1.2 1.7
-2.7 1.1 -0.4
0.3 0.0 0.2
0.2 -0.1 -0.1
-0.6 -0.1 -0.7
-0.5 0.0 0.4
1.5 2.8 3.5
0.6 -0.3 -1.3
4.2 1.6 0.9
-4.6 -3.5 -3.4
0.0 -0.4 0.1
-0.5 0.2 0.1
-0.8 0.3 -0.2
-0.4 -0.2 -0.3
0.8 -2.0 1.9
2.5 0.1 1.3
-1.3 -1.7 -0.2
-2.0 3.5 -2.9
-0.1 -0.1 -0.4
0.2 -0.5 0.4
-0.2 0.2 -0.6
0.2 0.3 0.2
1.9 -1.0 4.2
-0.4 -0.3 -1.2
-3.3 -1.5 -1.2
1.7 2.2 -1.2
-0.5 0.2 -0.4
-0.4 -0.6 0.3
1.2 0.9 0.0
-0.3 0.3 -0.4
-0.4 0.8 5.8
-3.5 4.0 -8.6
5.9 -4.2 -2.1
-2.0 -0.2 3.2
0.7 -0.4 0.6
0.5 0.1 -0.6
-0.1 -0.7 0.4
-1.2 0.6 1.4
-2.9 -1.7 -3.8
1.0 -1.9 -1.3
2.7 1.2 5.7
-1.3 1.5 -1.3
0.2 0.4 0.2
0.7 -0.3 1.2
-0.3 0.8 0.0
-0.2 -0.1 -0.4
-2.0 -6.9 0.9
1.0 4.5 -0.4
-5.5 2.8 3.0
5.4 -0.4 -3.2
0.1 -0.3 0.0
0.3 -0.1 0.2
0.3 -0.6 0.1
0.1 0.4 -0.2
1.9 1.7 1.0
-4.2 -1.6 0.5
1.5 -1.9 -3.1
0.9 2.0 1.6
0.3 -0.1 -0.2
0.0 0.0 0.1
0.2 -0.1 0.4
-0.8 -0.1 -0.2
-0.3 4.6 0.7
0.4 2.8 1.7
-2.7 -5.8 -6.2
3.7 -2.1 4.6
-0.3 0.0 0.0
-0.7 -0.2 -1.0
0.0 0.2 -0.1
0.2 0.1 0.0
1.3 0.2 -0.6
-0.2 3.9 -0.4
0.4 -2.6 1.2
-2.2 -2.0 -1.6
1.2 -0.2 1.1
0.4 0.0 0.2
0.3 -0.1 0.2
-0.7 0.2 -0.4
-2.2 2.2 -3.5
0.9 -0.4 0.2
3.3 -1.4 0.2
-2.2 -0.7 2.4
0.1 0.0 -0.3
0.0 0.2 0.4
0.1 0.3 0.1
0.0 -0.2 0.2
0.3 0.9 -1.2
-0.2 -3.9 2.2
1.0 2.4 1.3
-1.5 -0.1 -2.9
0.5 -0.2 0.5
-0.1 0.8 -0.2
0.0 0.3 0.3
0.1 -0.3 0.1
-0.1 -4.1 -0.8
-0.3 -0.1 -0.3
3.9 1.6 6.6
-3.3 3.0 -5.5
-0.6 -0.2 -0.1
0.6 -0.4 0.4
0.0 -0.3 -0.7
-0.2 -0.1 0.3
-0.4 0.3 -1.6
-0.2 2.8 5.1
-5.4 -1.2 -3.9
4.4 -1.4 1.1
0.0 0.4 0.0
0.0 -0.4 0.0
0.6 0.6 0.3
0.7 -1.0 -0.7
-1.6 -5.7 0.0
2.1 7.9 -1.4
5.6 -1.8 2.7
-5.5 -0.9 -1.2
-1.0 0.3 -0.2
0.2 0.3 -0.1
0.2 -0.1 0.0
0.3 0.3 -0.1

=====

# 2
ORCA calculation (wB97M-V/def2-TZVPD) on C15H6Cl3N3O2PtS3 as an isolated structure.

LUMO energy (alpha / beta): 2.417 / -0.221 eV
E_HOMO (alpha / beta): -0.1321 / -0.2077 hartree
Kohn-Sham gap (alpha / beta): 6.01 / 5.43 eV
Relative energy (zero: lowest compared OMol25 entry of this formula, charge and spin): 14.1 kJ/mol
<S²>: 8.797
Multiplicity: 6
Charge: -1

Each line ends with the natural charge from an NBO analysis.
CARTESIAN COORDINATES (ANGSTROEM)
Pt 0.79634 1.21410 -0.46016  1.02
O -1.16995 -0.12121 -0.29319  -0.37
N -1.18901 -1.21484 -0.95833  -0.01
C -2.35386 -2.03715 -0.83127  -0.08
C -2.35517 -3.25444 -1.37063  -0.22
C -1.21280 -3.75419 -2.10404  -0.28
C -0.10479 -2.91270 -2.28397  -0.28
C -0.04125 -1.64874 -1.75830  -0.06
S 1.26452 -0.56857 -1.99466  -0.05
H -3.15240 -1.58184 -0.26882  0.23
H -3.24129 -3.86396 -1.25088  0.22
H -1.22536 -4.74716 -2.52561  0.20
H 0.74690 -3.24237 -2.86375  0.22
Cl -0.58885 -3.42838 4.73528  -0.03
C -0.34624 -1.98555 3.78236  -0.04
C 0.84632 -1.80857 3.10388  -0.25
C 1.01725 -0.65677 2.36290  -0.09
Cl 2.50546 -0.40943 1.49384  0.02
C 0.03688 0.34918 2.24418  0.28
O 0.20596 1.44143 1.54617  -0.72
C -1.15461 0.10054 2.95126  -0.07
Cl -2.42755 1.27404 2.84796  0.01
C -1.34899 -1.03553 3.71437  -0.25
H 1.62920 -2.55189 3.15072  0.24
H -2.28163 -1.17785 4.24163  0.23
S -0.02667 3.11344 -1.68395  -0.04
C 1.59294 3.71904 -1.64750  -0.24
S 2.70314 2.66456 -0.85483  -0.11
C 1.95349 4.89896 -2.23990  -0.41
C 0.99255 5.71851 -2.91752  0.30
N 0.23024 6.38625 -3.46383  -0.34
C 3.30830 5.36509 -2.21057  0.30
N 4.39090 5.75598 -2.19286  -0.34

Atomic forces in eV per Å
0.1 0.3 -0.3
-0.1 0.0 0.1
-0.1 -0.1 -0.2
0.3 0.2 0.0
0.1 -0.3 -0.1
-0.1 0.1 0.1
0.0 0.0 0.0
-0.2 0.0 0.1
0.0 0.1 0.2
0.0 0.1 0.0
0.0 0.0 0.0
0.0 0.0 0.0
0.0 0.0 0.0
0.0 0.1 0.0
0.0 0.0 0.0
0.0 0.0 0.0
0.1 0.1 -0.1
0.0 -0.2 0.2
0.0 0.1 -0.1
0.1 -0.3 0.1
-0.1 0.0 0.0
0.1 -0.1 0.0
-0.1 0.0 0.0
0.0 0.0 0.0
0.0 0.0 0.0
-0.2 -0.1 0.1
0.1 -0.1 -0.2
0.0 0.0 0.1
0.1 0.3 -0.1
0.2 -0.1 0.1
0.0 0.0 0.0
-0.2 -0.1 0.0
0.0 0.0 0.0